{"formula": "C60H169N11O19", "method": "wB97M-V/def2-TZVPD", "charge": 0, "relative_energy_kcal_mol": 151.9, "largest_force_ha_per_bohr": 0.0752, "e_homo_ev": -8.690, "homo_lumo_gap_ev": 8.93, "energy_ha": -4418.71157, "species": ["C", "C", "O", "H", "H", "H", "H", "H", "H", "C", "C", "O", "H", "H", "H", "H", "H", "H", "C", "C", "O", "H", "H", "H", "H", "H", "H", "C", "C", "O", "H", "H", "H", "H", "H", "H", "C", "C", "O", "H", "H", "H", "H", "H", "H", "C", "C", "O", "H", "H", "H", "H", "H", "H", "C", "C", "O", "H", "H", "H", "H", "H", "H", "C", "C", "O", "H", "H", "H", "H", "H", "H", "C", "C", "C", "O", "C", "N", "H", "H", "H", "H", "H", "H", "H", "H", "H", "H", "H", "C", "C", "C", "O", "C", "N", "H", "H", "H", "H", "H", "H", "H", "H", "H", "H", "H", "C", "C", "C", "O", "C", "N", "H", "H", "H", "H", "H", "H", "H", "H", "H", "H", "H", "C", "C", "C", "O", "C", "N", "H", "H", "H", "H", "H", "H", "H", "H", "H", "H", "H", "C", "C", "C", "O", "C", "N", "H", "H", "H", "H", "H", "H", "H", "H", "H", "H", "H", "C", "C", "C", "O", "C", "N", "H", "H", "H", "H", "H", "H", "H", "H", "H", "H", "H", "C", "C", "C", "O", "C", "N", "H", "H", "H", "H", "H", "H", "H", "H", "H", "H", "H", "C", "C", "C", "O", "C", "N", "H", "H", "H", "H", "H", "H", "H", "H", "H", "H", "H", "C", "C", "C", "O", "C", "N", "H", "H", "H", "H", "H", "H", "H", "H", "H", "H", "H", "C", "C", "C", "O", "C", "N", "H", "H", "H", "H", "H", "H", "H", "H", "H", "H", "H", "C", "C", "C", "O", "C", "N", "H", "H", "H", "H", "H", "H", "H", "H", "H", "H", "H"], "positions_angstrom": [[0.389, -5.720, 1.327], [-0.063, -4.856, 2.465], [-1.063, -3.976, 2.058], [1.212, -6.246, 1.810], [0.651, -5.053, 0.505], [-0.293, -6.506, 1.002], [0.692, -4.181, 2.866], [-0.576, -5.402, 3.256], [-0.647, -3.293, 1.527], [-0.740, -4.158, -7.293], [-1.487, -3.055, -6.594], [-1.188, -1.974, -7.497], [0.337, -4.076, -7.146], [-0.932, -4.089, -8.364], [-1.076, -5.144, -6.974], [-1.188, -2.910, -5.556], [-2.516, -3.385, -6.454], [-0.250, -1.815, -7.627], [1.925, -4.440, -2.250], [2.157, -3.630, -3.495], [1.227, -3.917, -4.539], [2.141, -5.470, -2.534], [0.889, -4.433, -1.910], [2.504, -3.923, -1.486], [3.159, -3.834, -3.874], [2.166, -2.543, -3.417], [1.111, -4.846, -4.750], [-5.372, -6.588, 2.557], [-4.354, -5.530, 2.331], [-3.184, -6.209, 2.031], [-6.335, -6.080, 2.522], [-5.098, -7.027, 3.516], [-5.435, -7.297, 1.731], [-4.232, -4.750, 3.082], [-4.612, -5.091, 1.367], [-2.538, -5.567, 1.725], [0.474, 0.635, -0.467], [-0.017, -0.811, -0.833], [-0.652, -1.302, 0.351], [1.174, 1.180, -1.100], [0.917, 0.550, 0.526], [-0.460, 1.197, -0.459], [0.773, -1.541, -1.009], [-0.645, -0.788, -1.723], [-1.408, -0.723, 0.472], [-5.718, -0.801, -3.999], [-6.128, -2.271, -4.461], [-5.739, -2.743, -5.722], [-6.072, -0.092, -4.747], [-4.650, -0.595, -3.930], [-6.209, -0.592, -3.049], [-7.197, -2.465, -4.371], [-5.843, -3.024, -3.726], [-5.960, -2.015, -6.308], [1.474, 0.187, -3.976], [2.888, 0.188, -4.595], [2.698, 0.849, -5.830], [0.710, -0.431, -4.448], [1.123, 1.219, -3.990], [1.498, -0.280, -2.991], [3.188, -0.853, -4.718], [3.609, 0.692, -3.951], [3.562, 0.901, -6.244], [-1.525, 2.238, -4.580], [-2.659, 3.080, -5.119], [-3.920, 2.582, -4.806], [-1.702, 2.156, -3.507], [-0.598, 2.809, -4.630], [-1.423, 1.261, -5.051], [-2.692, 3.084, -6.209], [-2.454, 4.138, -4.957], [-4.193, 1.886, -5.408], [-3.181, 2.909, 1.932], [-2.883, 3.455, 0.525], [-3.501, 2.584, -0.575], [-3.212, 1.198, -0.337], [-3.526, 0.479, -1.476], [-3.353, 4.876, 0.429], [-2.757, 3.461, 2.770], [-2.766, 1.902, 1.985], [-4.260, 2.889, 2.084], [-1.796, 3.490, 0.585], [-3.118, 2.918, -1.540], [-4.525, 2.955, -0.629], [-4.583, 0.630, -1.697], [-3.542, -0.557, -1.139], [-2.793, 0.619, -2.271], [-2.748, 5.426, -0.165], [-4.164, 4.891, -0.172], [0.116, 2.025, 3.289], [0.640, 3.201, 4.113], [1.792, 2.711, 5.066], [1.212, 1.780, 6.003], [0.679, 2.343, 7.152], [1.124, 4.034, 3.081], [0.888, 1.458, 2.768], [-0.609, 2.382, 2.557], [-0.345, 1.286, 3.943], [0.006, 3.848, 4.719], [2.229, 3.613, 5.494], [2.593, 2.123, 4.619], [0.562, 1.513, 7.849], [-0.297, 2.710, 6.836], [1.184, 3.208, 7.583], [1.800, 3.451, 2.608], [0.350, 4.308, 2.494], [-4.122, -8.250, -3.104], [-3.297, -7.295, -2.220], [-3.122, -5.802, -2.733], [-2.260, -5.283, -1.792], [-2.266, -3.911, -1.789], [-3.957, -7.344, -0.927], [-4.971, -7.730, -3.547], [-4.512, -9.148, -2.625], [-3.480, -8.623, -3.902], [-2.260, -7.618, -2.124], [-4.089, -5.333, -2.553], [-2.945, -5.698, -3.803], [-3.017, -3.510, -1.108], [-2.245, -3.397, -2.750], [-1.275, -3.690, -1.392], [-4.896, -6.982, -1.015], [-3.520, -6.716, -0.269], [-6.295, -2.104, 1.228], [-7.211, -1.053, 0.604], [-6.700, 0.435, 0.623], [-7.578, 1.282, -0.126], [-7.634, 2.642, 0.207], [-7.437, -1.416, -0.775], [-6.821, -3.059, 1.249], [-6.063, -1.814, 2.253], [-5.336, -2.125, 0.712], [-8.177, -1.034, 1.108], [-5.718, 0.671, 0.214], [-6.550, 0.937, 1.579], [-6.702, 3.206, 0.234], [-8.241, 2.849, 1.088], [-8.106, 3.147, -0.636], [-6.520, -1.434, -1.197], [-7.749, -0.534, -1.156], [-4.343, 2.798, 7.476], [-4.747, 2.681, 6.009], [-4.387, 1.296, 5.432], [-4.484, 1.268, 3.982], [-4.106, 0.069, 3.471], [-6.134, 3.044, 5.862], [-4.194, 3.856, 7.694], [-3.440, 2.268, 7.777], [-5.235, 2.408, 7.966], [-4.092, 3.187, 5.300], [-4.934, 0.535, 5.989], [-3.354, 1.068, 5.694], [-4.111, 0.034, 2.382], [-4.744, -0.751, 3.802], [-3.078, -0.271, 3.593], [-6.079, 3.967, 5.456], [-6.577, 3.185, 6.759], [8.853, -1.058, -4.202], [7.518, -1.796, -4.296], [6.474, -1.140, -3.364], [6.811, -1.051, -1.976], [5.762, -0.570, -1.156], [7.001, -1.922, -5.619], [8.828, -0.047, -4.609], [9.683, -1.544, -4.716], [9.070, -0.992, -3.135], [7.546, -2.813, -3.905], [5.483, -1.553, -3.555], [6.435, -0.137, -3.790], [4.911, -1.246, -1.235], [5.473, 0.448, -1.418], [6.049, -0.607, -0.105], [6.009, -2.102, -5.552], [7.424, -2.690, -6.119], [4.627, -3.875, 0.552], [5.652, -4.102, 1.644], [5.150, -3.390, 2.959], [5.512, -2.012, 2.650], [4.952, -1.009, 3.308], [5.924, -5.548, 1.836], [4.782, -4.441, -0.366], [4.585, -2.808, 0.332], [3.646, -4.124, 0.955], [6.572, -3.614, 1.323], [5.656, -3.769, 3.847], [4.076, -3.507, 3.100], [3.870, -1.139, 3.313], [5.017, -0.074, 2.752], [5.127, -0.907, 4.379], [6.752, -5.660, 2.404], [6.126, -5.822, 0.885], [2.159, 4.596, -1.798], [0.730, 5.188, -2.025], [0.468, 5.614, -3.518], [-0.811, 6.182, -3.615], [-0.903, 7.194, -4.585], [-0.333, 4.395, -1.478], [2.172, 3.587, -2.209], [2.272, 4.508, -0.718], [2.953, 5.235, -2.187], [0.670, 6.072, -1.390], [0.519, 4.776, -4.214], [1.203, 6.389, -3.733], [-0.623, 6.703, -5.516], [-0.325, 8.060, -4.264], [-1.876, 7.615, -4.840], [-0.459, 3.584, -2.066], [-1.200, 4.906, -1.395], [5.630, 7.290, 2.393], [4.538, 6.187, 2.379], [5.059, 4.696, 2.314], [3.827, 3.917, 2.187], [3.958, 2.639, 1.672], [3.582, 6.432, 3.491], [6.463, 7.107, 1.713], [6.062, 7.365, 3.391], [5.172, 8.272, 2.280], [3.907, 6.382, 1.513], [5.641, 4.475, 3.209], [5.809, 4.596, 1.529], [4.800, 2.065, 2.058], [4.109, 2.708, 0.594], [3.054, 2.052, 1.833], [3.002, 7.209, 3.208], [2.962, 5.640, 3.397], [-3.273, -2.431, 7.294], [-2.954, -2.754, 5.799], [-1.585, -2.116, 5.364], [-0.467, -2.559, 6.130], [0.695, -1.685, 5.984], [-2.874, -4.181, 5.729], [-4.235, -2.897, 7.507], [-3.343, -1.344, 7.334], [-2.536, -2.929, 7.924], [-3.715, -2.372, 5.119], [-1.710, -1.040, 5.479], [-1.445, -2.305, 4.299], [1.172, -1.657, 5.004], [1.406, -2.005, 6.746], [0.414, -0.636, 6.077], [-2.057, -4.504, 6.227], [-2.609, -4.324, 4.765], [5.750, 3.513, -2.115], [7.238, 3.798, -1.965], [7.456, 4.814, -0.798], [6.634, 5.937, -0.901], [7.016, 6.788, -1.964], [7.959, 2.551, -1.617], [5.272, 3.147, -1.206], [5.477, 2.815, -2.906], [5.180, 4.361, -2.494], [7.593, 4.381, -2.814], [8.487, 5.132, -0.952], [7.591, 4.355, 0.181], [6.690, 6.323, -2.895], [8.078, 6.984, -2.114], [6.561, 7.778, -1.933], [8.953, 2.694, -1.731], [7.919, 1.833, -2.326]], "lowdin_charge": [-0.06, -0.33, -0.11, 0.08, 0.06, 0.08, 0.11, 0.12, 0.05, -0.12, -0.29, -0.10, 0.06, 0.08, 0.07, 0.09, 0.11, 0.08, -0.07, -0.31, -0.09, 0.09, 0.06, 0.06, 0.10, 0.08, 0.08, -0.08, -0.36, -0.09, 0.07, 0.09, 0.07, 0.11, 0.10, 0.04, -0.05, -0.29, -0.09, 0.05, 0.06, 0.06, 0.10, 0.10, 0.07, -0.05, -0.31, -0.07, 0.06, 0.06, 0.04, 0.10, 0.10, 0.08, -0.07, -0.31, -0.07, 0.08, 0.06, 0.04, 0.09, 0.10, 0.08, -0.08, -0.33, -0.07, 0.05, 0.05, 0.08, 0.11, 0.11, 0.08, -0.07, -0.40, -0.18, -0.19, -0.13, 0.06, 0.08, 0.05, 0.08, 0.10, 0.11, 0.11, 0.08, 0.09, 0.08, 0.04, 0.05, -0.05, -0.41, -0.14, -0.22, -0.12, 0.04, 0.07, 0.05, 0.07, 0.14, 0.12, 0.12, 0.09, 0.08, 0.09, 0.04, 0.08, -0.07, -0.40, -0.21, -0.19, -0.13, 0.04, 0.07, 0.07, 0.07, 0.13, 0.11, 0.12, 0.09, 0.09, 0.07, 0.07, 0.04, -0.05, -0.40, -0.16, -0.21, -0.11, 0.05, 0.08, 0.06, 0.07, 0.14, 0.10, 0.12, 0.07, 0.09, 0.09, 0.04, 0.05, -0.05, -0.45, -0.17, -0.17, -0.18, 0.05, 0.08, 0.07, 0.08, 0.13, 0.13, 0.11, 0.08, 0.08, 0.08, 0.08, 0.06, -0.05, -0.46, -0.20, -0.18, -0.10, 0.03, 0.08, 0.07, 0.07, 0.13, 0.11, 0.11, 0.07, 0.07, 0.09, 0.06, 0.08, -0.07, -0.41, -0.11, -0.19, -0.18, 0.03, 0.08, 0.06, 0.07, 0.13, 0.12, 0.11, 0.08, 0.07, 0.09, 0.06, 0.06, -0.04, -0.41, -0.19, -0.21, -0.11, 0.06, 0.06, 0.07, 0.07, 0.13, 0.11, 0.12, 0.09, 0.09, 0.09, 0.06, 0.05, -0.06, -0.40, -0.11, -0.23, -0.12, 0.03, 0.06, 0.07, 0.07, 0.12, 0.13, 0.10, 0.08, 0.07, 0.07, 0.06, 0.02, -0.05, -0.42, -0.21, -0.19, -0.07, 0.04, 0.07, 0.06, 0.08, 0.12, 0.09, 0.11, 0.07, 0.09, 0.06, 0.07, 0.05, -0.06, -0.40, -0.23, -0.18, -0.11, 0.06, 0.06, 0.07, 0.06, 0.12, 0.11, 0.12, 0.08, 0.09, 0.09, 0.07, 0.05]}